--- P ---
The following is a quantum chemistry calculation of a molecular structure, C46H52BiFN5O2Se, from OMol25.

The HOMO energy comes out at -3.934 eV. As for the total charge: -1. The HOMO-LUMO gap comes out at 6.439 eV.

```
108
Properties=species:S:1:pos:R:3:mulliken_charge:R:1
Bi 0.407 0.187 0.419 0.986
C -0.294 -3.813 -2.161 -1.462
C 1.095 -3.169 -2.131 2.231
C 1.743 -3.300 -3.515 -1.823
C 1.999 -3.764 -1.073 0.423
C 2.081 -5.143 -0.942 -0.932
C 2.927 -5.726 -0.018 -1.319
C 3.725 -4.921 0.774 -0.771
C 3.697 -3.543 0.649 1.088
C 4.679 -2.699 1.422 1.160
C 4.677 -2.990 2.922 -1.858
C 6.089 -2.881 0.856 -1.551
C 2.822 -2.936 -0.279 -0.347
N 2.757 -1.550 -0.362 1.225
C 3.487 -0.920 -1.280 1.013
C 4.306 -1.580 -2.241 -1.425
C 4.996 -0.913 -3.222 -0.757
C 4.957 0.471 -3.316 -0.854
C 4.223 1.167 -2.368 -0.855
C 3.530 0.490 -1.396 -0.241
F 2.857 1.272 -0.468 0.254
H -0.939 -3.277 -2.856 0.379
H -0.757 -3.789 -1.178 0.148
H -0.239 -4.849 -2.491 0.488
H 0.980 -2.103 -1.902 -0.683
H 2.018 -4.336 -3.711 0.381
H 2.635 -2.682 -3.574 0.319
H 1.051 -2.975 -4.290 0.556
H 1.494 -5.780 -1.589 0.286
H 2.991 -6.802 0.060 0.333
H 4.414 -5.378 1.472 0.338
H 4.382 -1.656 1.288 -0.337
H 5.192 -3.922 3.143 0.451
H 3.655 -3.052 3.288 0.256
H 5.176 -2.180 3.451 0.441
H 6.428 -3.912 0.971 0.306
H 6.781 -2.228 1.385 0.425
H 6.109 -2.625 -0.201 0.344
H 4.375 -2.657 -2.180 0.604
H 5.591 -1.480 -3.929 0.391
H 5.498 1.002 -4.085 0.394
H 4.192 2.247 -2.371 0.417
N 0.038 -3.709 1.851 -0.835
N -1.130 -3.372 1.122 0.020
C -1.632 -2.110 1.018 0.317
O -2.681 -1.934 0.406 -0.937
O -0.923 -1.177 1.583 0.010
H 0.368 -2.843 2.280 0.047
H 0.766 -3.989 1.184 0.269
H -1.760 -4.145 0.958 0.295
N -1.486 2.649 -1.276 -0.296
C -0.171 3.059 -1.301 0.683
C 0.496 3.204 -2.518 -0.793
C 1.738 3.806 -2.577 -0.613
C 2.340 4.272 -1.421 -1.183
C 1.714 4.080 -0.202 -0.069
C 0.477 3.462 -0.119 0.140
C -0.158 3.230 1.195 -0.212
C -0.526 4.299 2.006 -0.110
C -1.133 4.070 3.230 -0.931
C -1.381 2.773 3.646 -0.758
C -0.985 1.708 2.853 -0.498
C -0.360 1.921 1.637 0.563
H -1.836 2.156 -2.082 0.036
H -1.854 2.326 -0.395 0.406
H 0.026 2.841 -3.423 0.455
H 2.238 3.922 -3.531 0.360
H 3.297 4.771 -1.465 0.355
H 2.199 4.400 0.708 0.448
H -0.340 5.313 1.672 0.412
H -1.417 4.907 3.857 0.359
H -1.874 2.587 4.591 0.460
H -1.171 0.693 3.173 0.563
N -3.593 0.229 -1.187 -0.211
C -3.053 0.132 -2.446 -0.858
C -3.625 0.769 -3.553 -0.330
C -2.985 0.749 -4.777 -0.593
C -1.777 0.093 -4.935 -0.833
C -1.205 -0.550 -3.848 -0.405
C -1.833 -0.532 -2.621 1.399
H -4.579 0.430 -1.133 0.227
H -3.289 -0.488 -0.528 0.215
H -4.571 1.282 -3.445 0.360
H -3.438 1.244 -5.625 0.367
H -1.284 0.073 -5.896 0.406
H -0.268 -1.077 -3.960 0.287
H -1.411 -1.046 -1.771 -0.063
C 1.687 2.119 7.789 -1.609
C 1.709 1.544 6.401 0.936
C 1.217 0.276 6.135 -1.213
C 1.290 -0.277 4.866 1.265
C 0.735 -1.641 4.616 -1.179
C 1.870 0.453 3.830 0.009
Se 2.201 -0.442 2.095 -0.425
C 2.339 1.744 4.068 1.367
C 2.916 2.590 2.978 -1.573
C 2.242 2.272 5.349 -0.863
H 1.299 1.395 8.502 0.349
H 1.066 3.014 7.824 0.325
H 2.694 2.401 8.098 0.349
H 0.782 -0.305 6.939 0.293
H 0.355 -2.082 5.534 0.436
H 1.505 -2.292 4.202 -0.082
H -0.075 -1.570 3.892 0.172
H 3.304 1.973 2.170 0.106
H 3.714 3.233 3.351 0.619
H 2.128 3.227 2.575 -0.077
H 2.612 3.273 5.537 0.445
```

***

--- Q ---
The following is a quantum chemistry calculation of a molecular structure, C46H52BiFN5O2Se, from OMol25.

The HOMO energy comes out at -4.047 eV. As for the total charge: -1. The HOMO-LUMO gap comes out at 6.524 eV.

```
108
Properties=species:S:1:pos:R:3:mulliken_charge:R:1
Bi -0.071 -0.459 -0.110 2.146
C 1.817 6.035 1.387 -1.417
C 1.071 5.046 0.481 0.407
C 0.291 5.825 -0.587 -1.696
C 1.994 4.006 -0.124 2.150
C 2.847 4.401 -1.236 -0.245
C 3.644 3.588 -1.945 -2.252
C 3.782 2.151 -1.572 -0.529
C 2.839 1.692 -0.451 1.749
C 3.587 0.754 0.516 0.151
C 4.632 1.562 1.294 -1.421
C 4.286 -0.449 -0.129 -1.780
C 1.987 2.701 0.298 -1.233
N 1.087 2.113 1.128 1.491
C 0.839 2.375 2.417 0.469
C 1.674 3.114 3.296 -0.465
C 1.394 3.262 4.644 -1.091
C 0.261 2.695 5.214 -0.772
C -0.594 1.968 4.388 -0.836
C -0.301 1.837 3.055 -0.136
F -1.188 1.126 2.282 0.402
H 1.138 6.808 1.760 0.440
H 2.629 6.521 0.839 0.286
H 2.248 5.520 2.244 0.291
H 0.344 4.511 1.097 0.136
H 0.934 6.539 -1.108 0.340
H -0.524 6.389 -0.127 0.465
H -0.140 5.152 -1.333 0.344
H 2.812 5.448 -1.529 0.293
H 4.232 3.960 -2.778 0.373
H 4.837 1.894 -1.449 0.647
H 2.855 0.391 1.239 0.123
H 5.386 1.976 0.620 0.287
H 5.139 0.915 2.014 0.485
H 4.181 2.392 1.839 0.211
H 5.190 -0.138 -0.664 0.360
H 3.636 -0.968 -0.826 0.227
H 4.574 -1.154 0.654 0.448
H 2.569 3.555 2.877 0.222
H 2.078 3.829 5.267 0.385
H 0.046 2.805 6.269 0.407
H -1.489 1.495 4.773 0.491
N -0.218 1.956 -1.590 -1.106
N 1.018 1.875 -2.267 0.526
C 2.032 1.039 -1.636 -1.487
O 3.175 1.188 -2.499 -0.451
O 1.540 -0.225 -1.514 -0.520
H -0.927 2.187 -2.276 0.432
H -0.199 2.650 -0.844 0.076
H 1.414 2.777 -2.498 0.681
N 0.565 -0.953 -4.213 -0.448
C -0.355 0.080 -4.126 1.205
C -0.127 1.268 -4.829 -0.764
C -1.061 2.283 -4.850 -0.519
C -2.274 2.127 -4.185 -1.155
C -2.513 0.945 -3.503 -0.227
C -1.567 -0.078 -3.433 0.227
C -1.910 -1.353 -2.731 0.141
C -2.885 -2.148 -3.338 -0.095
C -3.291 -3.350 -2.780 -0.945
C -2.720 -3.779 -1.593 -0.910
C -1.766 -2.985 -0.971 -0.412
C -1.335 -1.773 -1.514 -0.697
H 1.515 -0.624 -4.296 0.481
H 0.500 -1.610 -3.450 0.228
H 0.812 1.381 -5.358 0.385
H -0.856 3.193 -5.400 0.377
H -3.020 2.913 -4.198 0.411
H -3.467 0.806 -3.009 0.272
H -3.320 -1.813 -4.273 0.426
H -4.049 -3.951 -3.270 0.357
H -3.014 -4.721 -1.144 0.474
H -1.353 -3.329 -0.032 0.481
N -2.905 1.335 0.631 -0.713
C -3.614 0.147 0.810 -0.062
C -4.323 -0.444 -0.238 -0.058
C -5.049 -1.605 -0.038 -0.490
C -5.093 -2.203 1.215 -0.622
C -4.402 -1.615 2.266 -0.201
C -3.673 -0.451 2.073 -0.498
H -2.583 1.518 -0.308 0.144
H -2.194 1.500 1.331 0.748
H -4.290 0.014 -1.217 0.276
H -5.577 -2.052 -0.871 0.394
H -5.652 -3.117 1.371 0.382
H -4.423 -2.071 3.249 0.384
H -3.127 -0.002 2.896 0.295
C -1.176 -7.907 2.152 -1.600
C -0.655 -6.531 1.825 0.700
C -1.048 -5.420 2.553 -1.132
C -0.514 -4.155 2.312 1.481
C -1.000 -2.978 3.112 -1.677
C 0.447 -4.014 1.305 -0.091
Se 1.392 -2.341 1.072 -0.416
C 0.821 -5.112 0.516 1.110
C 1.807 -4.972 -0.613 -1.540
C 0.264 -6.354 0.796 -1.080
H -2.028 -7.858 2.830 0.348
H -0.395 -8.501 2.633 0.313
H -1.483 -8.439 1.250 0.357
H -1.785 -5.534 3.343 0.298
H -1.545 -3.309 3.999 0.492
H -1.675 -2.356 2.514 0.087
H -0.168 -2.345 3.420 0.350
H 1.557 -4.112 -1.236 0.146
H 1.820 -5.872 -1.230 0.396
H 2.812 -4.795 -0.223 0.343
H 0.560 -7.210 0.195 0.338
```

***

Which structure is the most stable? The one labeled P.

***

--- P ---
The following is a quantum chemistry calculation of 2 unconnected molecules or ions with the total composition C4H10OS, from OMol25.

The HOMO energy comes out at -9.030 eV. As for the total charge: 0. As for the SMILES: C=CO.CCS. The HOMO-LUMO gap comes out at 9.903 eV.

```
16
Properties=species:S:1:pos:R:3:mulliken_charge:R:1
C 2.877 -1.617 0.024 -0.759
C 2.438 -0.362 0.295 0.180
O 2.220 0.063 1.627 -0.466
H 3.505 -1.797 -0.854 0.234
H 2.831 -2.517 0.700 0.206
H 2.214 0.323 -0.562 0.320
H 2.146 -0.762 2.132 0.290
C -2.278 1.352 0.255 -0.958
C -1.419 0.536 -0.806 -0.358
S -2.051 -1.170 -1.327 -0.212
H -1.894 1.183 1.289 0.254
H -3.347 1.266 0.237 0.401
H -1.964 2.488 0.024 0.233
H -1.588 1.114 -1.738 0.307
H -0.450 0.727 -0.397 0.226
H -3.239 -0.827 -0.899 0.102
```

***

--- Q ---
The following is a quantum chemistry calculation of 2 unconnected molecules or ions with the total composition C4H10OS, from OMol25.

The HOMO energy comes out at -9.154 eV. As for the total charge: 0. As for the SMILES: CC=O.CCS. The HOMO-LUMO gap comes out at 9.877 eV.

```
16
Properties=species:S:1:pos:R:3:mulliken_charge:R:1
C 0.133 -2.755 -1.412 -0.726
C -0.126 -3.554 -0.154 0.177
O -1.126 -4.171 0.064 -0.455
H 0.107 -3.259 -2.379 0.310
H 1.135 -2.354 -1.352 0.281
H -0.572 -1.926 -1.506 0.147
H 0.770 -3.532 0.503 0.274
C 0.141 3.310 1.276 -1.097
C 0.101 1.894 0.777 -0.357
S -1.340 1.554 -0.315 -0.215
H -0.761 3.634 1.786 0.307
H 0.181 3.951 0.422 0.336
H 1.062 3.612 1.772 0.324
H 1.002 1.640 0.221 0.308
H 0.019 1.131 1.548 0.319
H -0.727 0.828 -1.253 0.068
```

***

--- R ---
The following is a quantum chemistry calculation of 2 unconnected molecules or ions with the total composition C4H10OS, from OMol25.

The HOMO energy comes out at -8.503 eV. As for the total charge: 0. As for the SMILES: C=CO.CSC. The HOMO-LUMO gap comes out at 9.127 eV.

```
16
Properties=species:S:1:pos:R:3:mulliken_charge:R:1
C 2.268 -1.969 -5.034 -0.604
C 2.263 -2.600 -3.831 0.078
O 1.307 -2.671 -2.893 -0.537
H 2.629 -2.635 -5.816 0.190
H 2.073 -0.942 -5.287 0.269
H 2.977 -3.416 -3.751 0.256
H 0.869 -3.478 -2.640 0.349
C -0.366 1.213 3.360 -0.710
S -1.956 1.327 4.168 -0.089
C -2.826 2.647 3.262 -0.834
H -0.613 1.696 2.407 0.215
H 0.493 1.699 3.814 0.266
H -0.088 0.172 3.160 0.288
H -3.269 3.397 3.917 0.303
H -3.602 2.330 2.559 0.297
H -2.158 3.230 2.606 0.263
```

***

Which structure is the most stable? The one labeled Q.